Entry 1:
Molecular formula: C9H11N2O3
Method: DFT, ωB97M-V/def2-TZVPD

The value obtained for the relative energy (zero: lowest compared OMol25 entry of this formula, charge and spin) is 1.997 eV. The net charge is +1. Its highest occupied orbital energy is -12.4 eV. The value obtained for the total energy is -684.46686 hartree.

Structure (XYZ):
```
25
Properties=species:S:1:pos:R:3:forces:R:3:lowdin_charge:R:1
C 3.97093 -0.99878 -0.23750 1.607 -2.139 0.671 -0.072
C 3.80312 0.22038 -0.81635 -0.328 0.274 0.642 -0.083
C 3.03301 -1.56530 0.58075 -0.595 -0.474 -0.281 -0.064
C 2.65925 0.91450 -0.60325 -3.428 0.049 -1.566 0.039
C 1.77549 -0.99551 0.77773 1.512 1.033 -1.927 0.000
C 1.54841 0.18091 0.06232 3.233 0.974 0.495 -0.149
C 0.39496 0.99672 0.18116 -1.160 1.055 -1.200 -0.372
C -2.06949 0.88381 0.25868 -2.342 -4.493 0.111 -0.150
C -3.47889 -0.77139 0.07869 -0.004 2.691 1.656 -0.310
N -0.89161 0.28280 0.25165 2.242 1.212 -0.149 0.140
N -2.38975 2.09332 0.54219 1.962 3.048 0.522 0.186
O 0.48594 2.19039 -0.02001 -1.813 -0.235 0.931 0.097
O -2.85294 -1.81245 -0.41450 0.059 -0.228 -1.626 0.094
O -4.41000 -0.28771 -0.73525 0.771 -0.197 -1.458 0.090
H 4.91622 -1.60552 -0.38150 -1.166 1.018 -0.014 0.145
H 4.61238 0.55005 -1.35857 1.416 1.254 -1.374 0.094
H 3.27458 -2.54996 0.88489 -0.095 -0.730 0.934 0.102
H 2.35597 1.87410 -1.22756 0.999 -2.089 1.796 0.170
H 1.05452 -1.43483 1.39455 -1.019 -0.651 0.799 0.101
H -3.64384 -0.77222 1.17575 -0.007 -0.323 -0.867 0.165
H -0.73648 -0.73360 0.07620 -1.077 1.117 0.074 0.153
H -3.32366 2.46781 0.72731 0.278 -0.884 -0.528 0.142
H -1.63479 2.84196 0.67367 -1.093 -1.462 -0.291 0.163
H -3.15631 -1.90301 -1.37709 0.726 0.085 1.559 0.191
H -5.29703 -0.06649 -0.49398 -0.679 0.095 1.089 0.130
```
Forces are in eV/Å.

Entry 2:
Molecular formula: C41H51N7OPt
Method: DFT, ωB97M-V/def2-TZVPD

The net charge is 0. As for the multiplicity: 3. Its highest occupied orbital energy (alpha / beta) is -4.3 / -6.2 eV. The value obtained for the total energy is -2170.83698 hartree.

Structure (XYZ):
```
101
Properties=species:S:1:pos:R:3:forces:R:3:lowdin_charge:R:1
Pt -0.21079 -0.16598 0.65957 -0.114 -0.047 0.156 1.200
C -4.03166 -3.62990 -2.29304 -0.163 0.031 -0.006 -0.096
C -4.69182 -2.98311 -1.06763 0.221 0.025 0.011 -0.196
C -3.66831 -2.50143 -0.08717 -0.003 0.141 -0.127 -0.155
C -3.27964 -3.07165 1.10207 0.219 0.155 0.220 -0.152
C -3.78267 -4.31761 1.76419 0.203 0.015 -0.119 -0.191
C -2.76507 -5.46059 1.64398 -0.175 0.019 0.051 -0.089
C -2.18591 -2.29484 1.58734 -0.347 -0.321 -0.113 -0.253
N -1.88887 -1.29489 0.69214 -0.168 -0.004 -0.238 -0.064
C -2.81684 -1.36745 -0.30070 -0.008 -0.297 0.419 -0.258
C -2.98509 -0.40623 -1.30320 -0.019 0.038 -0.189 0.032
C -2.12743 0.66741 -1.56621 0.109 0.128 -0.117 -0.249
C -2.29463 1.64775 -2.58454 0.034 -0.161 0.014 -0.145
C -3.46372 1.78310 -3.51144 0.076 0.177 0.131 -0.198
C -4.27554 3.06630 -3.30590 -0.014 -0.171 -0.073 -0.087
C -1.12987 2.40630 -2.59058 0.152 -0.007 0.085 -0.163
C -0.29873 1.87164 -1.58741 0.491 0.293 -0.610 -0.221
C 1.15861 2.17868 -1.55476 -0.751 -0.212 1.114 -0.092
C 1.96123 1.70098 -0.40659 0.211 0.136 -0.233 -0.200
N 1.53568 0.86702 0.56832 0.104 0.012 -0.076 -0.056
C 2.58497 0.74268 1.44972 0.069 0.134 0.010 -0.242
C 2.55299 0.03297 2.64391 0.125 0.086 -0.157 0.038
C 1.47041 -0.70816 3.12438 -0.341 -0.215 -0.060 -0.233
N 0.36981 -1.02343 2.40574 0.441 0.279 0.154 -0.056
C -0.42658 -1.79446 3.23120 -0.475 -0.393 0.228 -0.244
C -1.56618 -2.44456 2.82798 0.378 0.292 -0.092 0.059
C 0.17610 -1.90273 4.53102 0.100 0.194 -0.070 -0.138
C 1.36864 -1.24371 4.46003 -0.028 -0.136 0.026 -0.142
C 2.36755 -1.00005 5.54716 -0.115 0.230 -0.032 -0.194
C 2.31423 0.44572 6.06033 0.081 -0.165 0.034 -0.086
C -0.45276 -2.53819 5.73185 0.153 -0.182 -0.072 -0.194
C -0.11764 -4.02506 5.88563 -0.053 0.051 0.034 -0.089
C 3.69125 1.52183 0.99795 -0.078 -0.175 -0.042 -0.141
C 3.28665 2.12549 -0.17895 -0.031 -0.087 -0.093 -0.148
C 4.06894 3.06133 -1.05289 -0.210 0.117 0.260 -0.186
C 3.89651 4.52560 -0.62583 0.092 -0.121 -0.154 -0.080
C 5.00422 1.65054 1.70090 -0.133 0.132 0.089 -0.192
C 4.96647 2.65435 2.86138 0.131 -0.095 -0.060 -0.083
N -0.91023 0.84327 -0.95434 0.105 -0.310 -0.211 -0.066
C -0.80294 3.61539 -3.42098 -0.051 -0.025 0.274 -0.196
C -0.98053 4.90189 -2.60192 0.057 -0.036 -0.190 -0.079
H -4.77789 -4.06855 -2.95833 0.011 0.000 -0.048 0.066
H -3.34636 -4.42029 -1.97987 0.005 0.008 -0.008 0.067
H -3.46773 -2.88276 -2.85733 0.038 -0.049 0.031 0.059
H -5.35110 -3.70865 -0.58862 -0.045 0.029 0.008 0.099
H -5.31684 -2.14750 -1.39552 -0.083 -0.048 0.004 0.105
H -4.72669 -4.62238 1.30939 -0.043 0.019 0.072 0.099
H -3.98015 -4.12195 2.82200 -0.068 -0.023 -0.003 0.107
H -2.59497 -5.70704 0.59476 0.016 -0.015 -0.007 0.069
H -3.11390 -6.35789 2.15858 0.015 -0.024 -0.017 0.068
H -1.81004 -5.16154 2.07483 0.040 -0.041 0.000 0.063
H -3.85883 -0.51148 -1.93208 0.012 0.010 0.004 0.093
H -4.12670 0.92631 -3.38436 0.020 -0.024 -0.131 0.093
H -3.09727 1.76673 -4.54466 -0.093 -0.077 -0.030 0.106
H -4.69809 3.09584 -2.30152 0.022 0.041 0.021 0.081
H -5.09332 3.11302 -4.02756 -0.038 0.058 0.029 0.068
H -3.65155 3.94828 -3.44462 -0.022 0.036 0.031 0.051
H 1.29453 3.25686 -1.63987 0.140 -0.081 -0.281 0.137
H 3.44337 0.07270 3.25617 -0.037 0.015 0.066 0.100
H -2.01633 -3.13724 3.52833 -0.040 0.018 0.024 0.114
H 3.37469 -1.21101 5.17608 0.015 -0.074 0.062 0.108
H 2.17894 -1.67970 6.38035 0.057 -0.073 -0.041 0.101
H 2.52308 1.14642 5.25214 -0.030 0.050 0.013 0.057
H 3.04716 0.60028 6.85421 -0.004 0.054 0.002 0.069
H 1.32309 0.67059 6.45559 -0.008 0.031 -0.005 0.077
H -1.53623 -2.41317 5.68321 0.004 0.031 0.033 0.108
H -0.11346 -2.00329 6.62180 -0.064 0.001 0.023 0.107
H -0.44215 -4.59301 5.01249 0.009 -0.001 -0.017 0.066
H -0.61400 -4.43774 6.76553 0.022 -0.048 -0.002 0.069
H 0.95723 -4.17121 5.99782 0.012 -0.001 -0.020 0.073
H 3.74545 2.94141 -2.08812 0.119 0.013 -0.028 0.093
H 5.12805 2.79845 -1.00385 0.006 -0.011 -0.110 0.105
H 2.83861 4.78687 -0.56726 -0.001 0.040 0.017 0.069
H 4.38041 5.19818 -1.33685 0.005 0.056 0.045 0.068
H 4.33668 4.68632 0.35815 -0.038 0.043 0.022 0.062
H 5.76533 1.96830 0.98410 0.028 -0.055 0.001 0.101
H 5.31144 0.67486 2.08674 0.075 -0.002 -0.055 0.107
H 4.62045 3.62825 2.51491 -0.020 0.017 0.030 0.064
H 5.96183 2.77480 3.29347 -0.012 0.035 0.040 0.069
H 4.29379 2.31559 3.64987 -0.051 0.035 -0.016 0.058
H -1.44006 3.64384 -4.30918 0.017 0.010 -0.028 0.104
H 0.23385 3.56086 -3.76478 -0.035 0.047 -0.053 0.085
H -2.01769 5.01716 -2.28890 0.000 0.013 0.027 0.068
H -0.68449 5.78572 -3.17059 -0.021 0.020 0.010 0.071
H -0.37044 4.84923 -1.69967 -0.010 0.060 0.029 0.070
C 1.63328 1.79131 -5.57416 -0.003 0.401 -0.203 0.011
N 1.31378 0.61282 -4.78193 -0.504 -0.420 -0.058 -0.006
C 0.65717 -0.44197 -5.35112 0.304 0.166 0.438 -0.004
C 0.33724 -1.53588 -4.62260 -0.214 -0.308 -0.469 0.027
C 0.74350 -1.56701 -3.26856 0.288 0.735 0.465 -0.327
N 1.29728 -0.47700 -2.71514 -0.255 -0.609 0.349 0.259
C 1.46867 0.58924 -3.42036 0.288 1.375 0.201 -0.335
O 1.79795 1.74846 -2.88938 0.071 -0.639 -0.800 0.031
N 0.61883 -2.61964 -2.45994 -0.408 0.115 0.344 0.207
H 1.99257 1.47908 -6.55283 0.013 -0.086 0.046 0.100
H 2.40747 2.36366 -5.07399 -0.005 -0.053 0.002 0.102
H 0.75776 2.42906 -5.70374 0.003 -0.064 0.091 0.097
H 0.39445 -0.31916 -6.39110 0.090 -0.094 -0.065 0.142
H -0.19435 -2.36176 -5.07188 0.003 0.026 -0.024 0.119
H -0.07617 -3.31726 -2.68332 0.174 -0.041 0.016 0.120
H 0.71798 -2.38064 -1.46966 -0.036 -0.172 -0.254 0.113
```
Forces are in eV/Å.

> Which formula does entry 2 have?

C41H51N7OPt

Repeat the first record exactly.
Molecular formula: C9H11N2O3
Method: DFT, ωB97M-V/def2-TZVPD

The value obtained for the relative energy (zero: lowest compared OMol25 entry of this formula, charge and spin) is 1.997 eV. The net charge is +1. Its highest occupied orbital energy is -12.4 eV. The value obtained for the total energy is -684.46686 hartree.

Structure (XYZ):
```
25
Properties=species:S:1:pos:R:3:forces:R:3:lowdin_charge:R:1
C 3.97093 -0.99878 -0.23750 1.607 -2.139 0.671 -0.072
C 3.80312 0.22038 -0.81635 -0.328 0.274 0.642 -0.083
C 3.03301 -1.56530 0.58075 -0.595 -0.474 -0.281 -0.064
C 2.65925 0.91450 -0.60325 -3.428 0.049 -1.566 0.039
C 1.77549 -0.99551 0.77773 1.512 1.033 -1.927 0.000
C 1.54841 0.18091 0.06232 3.233 0.974 0.495 -0.149
C 0.39496 0.99672 0.18116 -1.160 1.055 -1.200 -0.372
C -2.06949 0.88381 0.25868 -2.342 -4.493 0.111 -0.150
C -3.47889 -0.77139 0.07869 -0.004 2.691 1.656 -0.310
N -0.89161 0.28280 0.25165 2.242 1.212 -0.149 0.140
N -2.38975 2.09332 0.54219 1.962 3.048 0.522 0.186
O 0.48594 2.19039 -0.02001 -1.813 -0.235 0.931 0.097
O -2.85294 -1.81245 -0.41450 0.059 -0.228 -1.626 0.094
O -4.41000 -0.28771 -0.73525 0.771 -0.197 -1.458 0.090
H 4.91622 -1.60552 -0.38150 -1.166 1.018 -0.014 0.145
H 4.61238 0.55005 -1.35857 1.416 1.254 -1.374 0.094
H 3.27458 -2.54996 0.88489 -0.095 -0.730 0.934 0.102
H 2.35597 1.87410 -1.22756 0.999 -2.089 1.796 0.170
H 1.05452 -1.43483 1.39455 -1.019 -0.651 0.799 0.101
H -3.64384 -0.77222 1.17575 -0.007 -0.323 -0.867 0.165
H -0.73648 -0.73360 0.07620 -1.077 1.117 0.074 0.153
H -3.32366 2.46781 0.72731 0.278 -0.884 -0.528 0.142
H -1.63479 2.84196 0.67367 -1.093 -1.462 -0.291 0.163
H -3.15631 -1.90301 -1.37709 0.726 0.085 1.559 0.191
H -5.29703 -0.06649 -0.49398 -0.679 0.095 1.089 0.130
```
Forces are in eV/Å.